Entry 1:
8
Properties=species:S:1:pos:R:3 method="wB97M-V/def2-TZVPD" orbital_gap_ev="7.82 / 8.19" fmax_ev_per_a=3.59 homo_energy_ev="-8.81 / -8.95" relative_energy_kj_mol=390.96
C 0.15768 -1.05469 0.64824
C -1.58171 1.54311 -0.31365
C 1.42357 -1.33034 0.73742
S -0.75852 0.44331 0.78029
H -1.55833 1.37411 -1.45530
H -2.63838 1.36666 -0.04546
H 2.03904 -0.51796 0.80291
H 1.66314 -2.29805 1.13531



Entry 2:
8
Properties=species:S:1:pos:R:3 method="wB97M-V/def2-TZVPD" orbital_gap_ev="6.82 / 9.43" fmax_ev_per_a=2.20 homo_energy_ev="-6.23 / -10.16" spin_multiplicity=3 relative_energy_kj_mol=34.61
C -1.10095 -0.46316 -0.04369
C 0.32718 -0.68624 -0.00991
C 0.55532 0.81436 0.03557
S -2.51645 0.21625 0.01713
H 0.32745 -1.29907 0.92985
H 0.84323 -1.16977 -0.85001
H 0.70545 1.23167 -0.96549
H 0.85878 1.35595 0.88655



Entry 3:
9
Properties=species:S:1:pos:R:3 method="wB97M-V/def2-TZVPD" orbital_gap_ev=8.34 fmax_ev_per_a=5.75 homo_energy_ev=-8.75 relative_energy_kj_mol=288.94 smiles="S=C[C@H]1CS1"
S 2.35937 -0.03422 0.05062
C 0.72914 -0.15944 -0.42350
C -0.37897 -0.03210 0.58782
C -1.26031 1.17375 -0.12713
S -1.87437 -0.51566 -0.04895
H 0.34287 -0.76166 -1.50183
H -0.22135 -0.05506 1.59573
H -0.82347 1.96556 -1.07496
H -1.59729 1.75596 0.73126



Entry 4:
9
Properties=species:S:1:pos:R:3 method="wB97M-V/def2-TZVPD" orbital_gap_ev="4.68 / 4.61" fmax_ev_per_a=4.34 homo_energy_ev="-8.08 / -8.03" relative_energy_kj_mol=371.53
C 0.65918 0.44357 1.10765
C -0.41041 -0.57844 -0.92659
C -0.41619 0.42307 0.15429
S 0.73674 1.67500 2.25557
S 0.12494 -2.29000 -0.57603
H 1.47378 -0.18004 1.01973
H -1.44173 -0.66422 -1.54168
H 0.40262 -0.12593 -1.57234
H -1.12894 1.29700 0.07939



Entry 5:
9
Properties=species:S:1:pos:R:3 method="wB97M-V/def2-TZVPD" orbital_gap_ev="7.15 / 7.15" fmax_ev_per_a=6.37 homo_energy_ev="-8.21 / -8.21" relative_energy_kj_mol=460.53
C -2.12793 -1.11840 0.19493
C 1.46591 1.25525 -0.16222
C 1.35295 0.08868 0.79011
S -0.54855 -0.97278 -0.35951
S 2.64162 -0.15923 -0.24208
H -2.60992 -2.01302 -0.16230
H -2.63299 -0.37570 0.91560
H 0.72810 1.10510 -1.03894
H 1.73080 2.19012 0.06441



Entry 6:
9
Properties=species:S:1:pos:R:3 method="wB97M-V/def2-TZVPD" orbital_gap_ev="6.58 / 7.08" fmax_ev_per_a=2.94 homo_energy_ev="-5.98 / -9.07" spin_multiplicity=3 relative_energy_kj_mol=284.03
C -0.65171 0.44980 -0.07175
C -0.76884 0.57765 1.26731
C -0.34560 -0.61190 -1.12487
S -0.98862 1.31033 2.73967
S 1.25807 -1.47173 -1.10785
H -1.17041 -1.30769 -1.16820
H -0.62616 -0.14214 -2.06982
H -2.16833 0.57622 2.83265
H 2.03624 -0.29568 -0.92809



Entry 7:
9
Properties=species:S:1:pos:R:3 method="wB97M-V/def2-TZVPD" orbital_gap_ev="7.03 / 6.89" fmax_ev_per_a=7.05 homo_energy_ev="-6.96 / -9.03" spin_multiplicity=3 relative_energy_kj_mol=252.44
C 0.68479 -2.52060 -0.93589
C 0.63014 1.05563 0.36624
C -0.47180 0.46955 0.46451
S 0.04707 -2.39118 0.48409
S -1.22811 -0.83570 1.38773
H 0.68337 -2.32177 -1.93649
H 0.65224 1.63669 -0.64031
H 1.63911 0.90983 0.76216
H -1.34548 0.92247 -0.04762



Entry 8:
10
Properties=species:S:1:pos:R:3 method="wB97M-V/def2-TZVPD" orbital_gap_ev=7.91 fmax_ev_per_a=2.16 homo_energy_ev=-9.15 relative_energy_kj_mol=291.19 smiles="C#CC(=S)S.S"
C -0.01436 1.72317 0.63022
C -0.72414 0.83135 0.24226
C -1.40583 -0.43044 0.05194
S -0.55204 -1.81208 -0.08149
S -3.03495 -0.30971 -0.38694
H 0.74187 2.44511 0.64207
H -3.07285 0.97089 -0.76705
S 3.33054 -1.34691 -0.04162
H 2.26937 -1.07071 0.75257
H 2.46238 -1.00068 -1.04195



Entry 9:
8
Properties=species:S:1:pos:R:3 method="wB97M-V/def2-TZVPD" orbital_gap_ev=9.58 fmax_ev_per_a=2.49 homo_energy_ev=-8.92 relative_energy_kj_mol=9.50 smiles=C#CC[SeH]
C 1.65513 1.75186 0.09434
C 0.81895 0.89744 -0.06910
C -0.16452 -0.28860 0.10539
Se -1.94919 0.37933 -0.02979
H 2.44116 2.44977 0.22319
H -0.08212 -0.83368 1.01381
H 0.13296 -1.08877 -0.54777
H -2.65690 -0.83269 0.62864



Entry 10:
77
Properties=species:S:1:pos:R:3 method="wB97M-V/def2-TZVPD" orbital_gap_ev=7.98 fmax_ev_per_a=3.39 homo_energy_ev=-6.23 total_charge=-1 relative_energy_kj_mol=135.63
C 1.01601 0.41947 0.09479
C -0.26899 -0.03353 -0.37121
C -1.14399 -0.40653 0.71179
O -0.98299 0.97047 -1.03621
H 1.44501 -0.35253 0.77079
H 0.94501 1.34047 0.55279
H 1.63901 0.53247 -0.77621
H -0.17399 -0.73453 -1.18921
H -0.76799 -1.29953 1.16079
H -2.16299 -0.55853 0.46579
H -1.23099 0.35147 1.51079
O -0.25599 0.86347 -3.55321
H -0.51499 0.92847 -2.63321
H -1.09199 0.63047 -4.02621
O 0.19001 3.33247 -0.70821
H -0.10099 2.41247 -0.86821
H -0.61099 3.80447 -0.64921
O -2.58199 -2.95653 1.93179
H -2.13799 -2.83753 1.09679
H -1.95099 -2.59053 2.53979
O 0.63301 -2.02453 -3.00421
H 0.31201 -1.62153 -2.18721
H -0.03499 -1.74153 -3.63621
O -2.48999 -0.94353 -2.34221
H -2.08099 -0.27753 -1.78021
H -2.14299 -1.81353 -2.16721
O -0.29699 1.52847 3.51079
H 0.62001 1.29247 3.32379
H -0.50299 2.24947 2.92979
O 3.90701 1.99547 -0.56621
H 3.52001 1.38447 -1.19821
H 3.63001 2.87047 -0.79221
O -0.81499 -2.11753 3.63679
H -0.05299 -1.77653 3.20079
H -0.58299 -2.98553 3.91979
O -2.95999 2.01347 0.80779
H -2.21199 1.73947 0.25879
H -3.01099 1.31147 1.53679
O -5.42799 -0.34053 1.33379
H -5.50699 0.01947 0.47479
H -4.77399 -1.00353 1.24679
O 1.70701 3.60047 1.52879
H 1.34101 3.46747 0.66479
H 0.92201 3.69147 2.07079
O 2.30101 1.42547 3.08979
H 2.25301 2.22647 2.51479
H 2.66501 0.76447 2.48679
O 1.56001 -3.00653 0.24579
H 2.11501 -2.46153 -0.29021
H 0.64101 -2.76653 0.07979
O 3.95501 -0.36853 1.60279
H 4.01901 -0.72553 0.71479
H 4.46101 -0.98053 2.08779
O -1.08199 -3.29253 -0.51221
H -0.96499 -4.13953 -0.11821
H -1.10299 -3.51953 -1.42121
O 2.57901 0.30247 -3.39221
H 1.68101 0.19147 -3.61821
H 3.00101 -0.01853 -4.18421
O -4.28799 -1.95753 -0.56221
H -3.59899 -1.51653 -1.05021
H -4.23999 -2.90053 -0.73921
O 1.82301 2.95447 -2.76621
H 2.07701 2.03247 -2.95621
H 1.24801 2.73247 -2.03221
O 3.35601 -1.34153 -1.06021
H 3.32101 -0.76853 -1.84021
H 4.13801 -1.86953 -1.13721
O -3.00699 0.69047 3.29479
H -2.08999 0.78047 3.60379
H -3.23199 -0.23253 3.35379
O 1.70801 -1.77853 2.95479
H 2.01501 -2.63953 3.33179
H 2.04501 -1.62253 2.06479
O -0.86199 3.46947 -3.62521
H -0.57499 2.56847 -3.37121
H -0.87699 3.43347 -4.54521



Entry 11:
9
Properties=species:S:1:pos:R:3 method="wB97M-V/def2-TZVPD" orbital_gap_ev=7.75 fmax_ev_per_a=5.11 homo_energy_ev=-7.71 relative_energy_kj_mol=236.71 smiles=C1B2CC12
C -0.62958 -0.54113 -0.87920
B -1.23034 -0.09249 0.55966
C -0.00003 0.66138 0.97821
C 0.63553 -0.22832 -0.11404
H -0.66025 -1.50756 -1.50454
H -0.96937 0.37225 -1.37417
H -0.18625 1.74178 0.91587
H 0.52777 0.58288 2.02765
H 1.06061 -1.05930 0.30447



Entry 12:
13
Properties=species:S:1:pos:R:3 method="wB97M-V/def2-TZVPD" orbital_gap_ev="7.74 / 10.56" fmax_ev_per_a=3.54 homo_energy_ev="-7.34 / -11.01" spin_multiplicity=2 relative_energy_kj_mol=113.74
C 0.99711 -1.43426 1.45042
O 0.12703 -1.14022 0.38024
C -0.16285 0.21779 0.25888
O -0.26628 0.48130 -1.10995
Be -0.36161 -0.37985 -2.34736
H 1.20335 -2.50922 1.41426
H 1.94669 -0.88177 1.35725
H 0.52912 -1.18545 2.41738
H 0.66212 0.84718 0.62955
H -1.10529 0.46444 0.77431
O -1.25903 1.39991 -2.80798
C -1.00549 1.62023 -1.59392
O -1.30487 2.49991 -0.82305